# 1
This record from the Open Molecules 2025 dataset describes the ion C21H42N5O7 with charge +1. The level of theory is wB97M-V/def2-TZVPD.

For the gap between HOMO and LUMO, the calculation gives 8.809 eV. The calculation puts the energy above the lowest of the compared OMol25 structures with the same formula, charge and spin at 3.48 kcal/mol. As for the SMILES: CCN[C@H]1C[C@H]([NH3+])[C@H](O[C@@H]2OC(CN)=CC[C@@H]2N)[C@H](O)[C@H]1O[C@H]1OC[C@@](C)(O)[C@@H](NC)[C@H]1O. The total charge is +1.

Element x y z (Å)
C  1.850  5.974  -0.138
C  0.642  5.055  -0.247
N  0.987  3.742  0.264
C  -0.078  2.784  0.389
C  -0.708  2.336  -0.952
C  -1.797  1.288  -0.752
N  -2.926  1.860  0.041
C  -1.221  0.064  -0.016
O  -2.189  -0.910  0.305
C  -2.758  -1.621  -0.758
O  -3.899  -0.942  -1.223
C  -4.947  -0.948  -0.317
C  -5.942  0.150  -0.605
N  -5.233  1.322  -1.141
C  -5.042  -1.803  0.693
C  -4.045  -2.890  0.934
C  -3.117  -3.036  -0.272
N  -1.903  -3.728  0.106
C  -0.598  0.479  1.330
O  -1.604  0.985  2.198
C  0.491  1.540  1.093
O  1.500  1.007  0.265
C  2.578  0.386  0.911
O  2.221  -0.847  1.477
C  2.121  -1.900  0.539
C  3.473  -2.241  -0.122
C  4.074  -3.529  0.437
O  3.200  -2.386  -1.510
C  4.467  -1.067  0.099
N  5.596  -1.240  -0.798
C  6.867  -0.780  -0.268
C  3.729  0.268  -0.130
O  3.284  0.387  -1.451
H  2.202  6.003  0.889
H  1.588  6.980  -0.452
H  2.658  5.612  -0.770
H  -0.172  5.445  0.373
H  0.296  5.037  -1.294
H  1.756  3.339  -0.261
H  -0.836  3.227  1.047
H  -1.121  3.198  -1.479
H  0.092  1.915  -1.562
H  -2.194  0.969  -1.722
H  -2.765  1.552  1.026
H  -2.877  2.879  0.017
H  -3.920  1.565  -0.367
H  -0.434  -0.367  -0.648
H  -2.070  -1.668  -1.614
H  -6.701  -0.218  -1.306
H  -6.444  0.431  0.322
H  -5.866  2.114  -1.199
H  -4.921  1.101  -2.084
H  -5.871  -1.728  1.377
H  -4.560  -3.831  1.132
H  -3.436  -2.651  1.810
H  -3.670  -3.514  -1.101
H  -2.126  -4.621  0.529
H  -1.314  -3.904  -0.701
H  -0.122  -0.401  1.773
H  -1.965  0.247  2.702
H  0.911  1.842  2.060
H  2.904  0.992  1.770
H  1.406  -1.640  -0.252
H  1.730  -2.752  1.096
H  3.452  -4.376  0.158
H  5.073  -3.668  0.030
H  4.137  -3.475  1.520
H  4.027  -2.654  -1.933
H  4.812  -1.104  1.136
H  5.398  -0.748  -1.667
H  7.633  -0.951  -1.022
H  7.111  -1.369  0.615
H  6.874  0.283  0.005
H  4.412  1.111  0.026
H  2.930  -0.475  -1.730

Atoms 1-6, force components in eV/Å:
C -0.314 -0.087 -0.011
C 0.092 0.133 -0.020
N 0.207 -0.054 0.010
C 0.218 -0.479 -0.116
C 0.045 0.137 0.342
C 0.359 -0.329 -0.342

Mulliken population analysis, charges in e, atoms 1 to 6:
1 C -1.3446
2 C -0.3329
3 N -0.2309
4 C -0.5337
5 C -1.4354
6 C -0.1223

***

# 2
This record from the Open Molecules 2025 dataset describes the ion C21H42N5O7 with charge +1. The level of theory is wB97M-V/def2-TZVPD.

For the gap between HOMO and LUMO, the calculation gives 9.349 eV. The calculation puts the energy above the lowest of the compared OMol25 structures with the same formula, charge and spin at 3.20 kcal/mol. As for the SMILES: CC[NH2+][C@@H]1C[C@H](N)[C@@H](O[C@H]2OC(CN)=CC[C@H]2N)[C@H](O)[C@H]1O[C@@H]1OC[C@](C)(O)[C@H](NC)[C@H]1O. The total charge is +1.

Element x y z (Å)
C  3.418  3.701  0.817
C  2.490  3.350  -0.333
N  1.687  2.165  0.029
C  0.802  1.581  -1.011
C  -0.349  2.529  -1.332
C  -1.407  2.416  -0.232
N  -0.754  2.655  1.070
C  -2.078  1.030  -0.323
O  -3.212  1.177  -1.177
C  -4.390  0.531  -0.819
O  -4.160  -0.863  -0.760
C  -5.216  -1.628  -0.296
C  -4.933  -3.107  -0.443
N  -4.083  -3.650  0.603
C  -6.300  -1.106  0.268
C  -6.461  0.368  0.509
C  -5.075  1.030  0.472
N  -4.266  0.720  1.648
C  -1.134  -0.066  -0.884
O  -1.480  -1.328  -0.385
C  0.290  0.257  -0.417
O  1.244  -0.743  -0.723
C  1.468  -1.658  0.339
O  1.774  -0.968  1.518
C  3.134  -0.978  1.924
C  4.102  -0.736  0.768
C  5.545  -0.754  1.276
O  3.828  0.545  0.207
C  3.901  -1.826  -0.333
N  3.986  -1.179  -1.637
C  4.798  -1.884  -2.616
C  2.584  -2.602  -0.133
O  2.819  -3.632  0.788
H  2.851  3.947  1.712
H  4.026  4.561  0.554
H  4.079  2.867  1.034
H  1.832  4.191  -0.554
H  3.071  3.116  -1.227
H  0.995  2.389  0.795
H  2.381  1.418  0.312
H  1.397  1.359  -1.901
H  -0.809  2.260  -2.280
H  0.010  3.553  -1.418
H  -2.205  3.144  -0.422
H  -0.834  3.640  1.309
H  -1.234  2.141  1.802
H  -2.415  0.720  0.673
H  -5.066  0.745  -1.661
H  -5.875  -3.656  -0.431
H  -4.434  -3.280  -1.400
H  -3.182  -3.185  0.626
H  -4.522  -3.553  1.512
H  -7.095  -1.757  0.590
H  -6.924  0.534  1.486
H  -7.120  0.812  -0.241
H  -5.157  2.119  0.404
H  -4.271  -0.285  1.804
H  -4.686  1.147  2.468
H  -1.188  -0.066  -1.982
H  -2.420  -1.465  -0.600
H  0.237  0.338  0.676
H  0.539  -2.216  0.531
H  3.213  -0.177  2.662
H  3.378  -1.934  2.396
H  5.690  0.041  2.004
H  5.771  -1.706  1.744
H  6.227  -0.593  0.445
H  4.063  0.425  -0.740
H  4.705  -2.560  -0.235
H  3.046  -1.047  -1.999
H  4.787  -1.318  -3.546
H  5.824  -1.935  -2.253
H  4.449  -2.902  -2.820
H  2.269  -3.012  -1.105
H  2.026  -4.170  0.892

Atoms 1-6, force components in eV/Å:
C -0.036 -0.044 -0.097
C 0.265 0.345 0.060
N 0.326 -0.298 0.308
C -0.404 -0.342 -0.172
C -0.123 0.033 0.261
C -0.258 0.097 -0.561

Mulliken population analysis, charges in e, atoms 1 to 6:
1 C -1.1915
2 C -0.2997
3 N 0.3722
4 C -0.8077
5 C -1.6257
6 C -0.4405

***

# 3
This record from the Open Molecules 2025 dataset describes a cluster of 7 separate species, C21H42O21 in total. The level of theory is wB97M-V/def2-TZVPD.

For the gap between HOMO and LUMO, the calculation gives 10.481 eV. The calculation puts the energy above the lowest of the compared OMol25 structures with the same formula, charge and spin at 310.47 kcal/mol. As for the SMILES: COC(=O)OC.COC(=O)OC.COC(=O)OC.COC(=O)OC.COC(=O)OC.COC(=O)OC.COC(=O)OC.

Element x y z (Å)
C  -5.098  0.357  1.924
O  -4.094  1.428  1.864
C  -3.792  1.965  0.641
O  -4.315  1.782  -0.450
O  -2.694  2.766  0.759
C  -1.960  3.044  -0.344
H  -6.089  0.752  1.334
H  -5.226  -0.299  3.052
H  -4.751  -0.574  1.203
H  -2.466  3.820  -0.969
H  -1.574  2.148  -0.814
H  -1.020  3.559  -0.023
C  2.751  -0.447  -2.674
O  2.695  -0.844  -3.957
C  3.002  -2.147  -4.245
O  3.459  -2.910  -3.368
O  2.634  -2.799  -5.471
C  2.883  -4.160  -5.691
H  2.131  -1.183  -2.013
H  2.531  0.671  -2.511
H  3.696  -0.332  -2.306
H  3.727  -4.073  -5.832
H  2.289  -4.594  -6.541
H  2.360  -4.896  -4.945
C  -0.024  0.014  0.707
O  -1.376  -0.482  0.916
C  -1.537  -1.398  2.028
O  -0.534  -1.845  2.535
O  -2.823  -1.370  2.325
C  -3.194  -2.221  3.427
H  -0.020  0.902  1.393
H  0.103  0.175  -0.348
H  0.776  -0.578  1.259
H  -2.875  -3.192  3.250
H  -4.130  -2.087  3.711
H  -2.583  -1.881  4.327
C  -2.089  -4.337  0.039
O  -3.265  -4.896  -0.508
C  -3.380  -4.919  -1.860
O  -2.628  -4.297  -2.591
O  -4.338  -5.632  -2.302
C  -4.494  -5.838  -3.641
H  -1.049  -4.611  -0.474
H  -2.105  -4.676  1.116
H  -2.208  -3.306  0.307
H  -5.441  -6.315  -3.888
H  -3.768  -6.573  -3.932
H  -4.560  -5.025  -4.360
C  3.685  5.763  -1.534
O  2.812  5.072  -0.606
C  3.174  4.800  0.581
O  3.995  5.427  1.267
O  2.406  3.908  1.193
C  2.503  3.563  2.519
H  3.076  5.623  -2.526
H  4.674  5.323  -1.448
H  3.630  6.822  -1.270
H  2.625  4.284  3.247
H  3.453  3.007  2.645
H  1.671  2.740  2.791
C  -1.104  -1.062  -3.401
O  -0.085  -0.033  -3.089
C  -0.257  1.242  -3.314
O  -1.077  1.602  -4.147
O  0.463  2.224  -2.747
C  0.185  3.570  -2.874
H  -2.029  -0.642  -3.014
H  -1.027  -1.964  -2.735
H  -1.173  -1.371  -4.487
H  0.442  3.715  -3.785
H  0.750  4.194  -2.240
H  -0.840  4.055  -2.942
C  1.119  -0.198  4.495
O  2.493  0.251  4.606
C  2.954  0.588  5.832
O  2.198  0.561  6.812
O  4.313  1.061  5.888
C  4.643  1.870  6.967
H  1.174  -1.235  4.334
H  0.761  0.377  3.527
H  0.539  0.138  5.349
H  4.164  2.649  6.974
H  5.719  1.800  7.199
H  4.430  1.619  7.858

Atoms 1-6, force components in eV/Å:
C -1.168 -2.821 -2.191
O -0.279 -0.352 -0.308
C 0.307 -0.355 -1.630
O 0.230 -0.255 2.304
O -2.007 -1.391 3.428
C 1.888 2.183 -1.660

Mulliken population analysis, charges in e, atoms 1 to 6:
1 C -0.4004
2 O -0.2844
3 C 0.8137
4 O -0.5997
5 O -0.3307
6 C -0.5737

***

| no. | highest occupied orbital energy (hartree) | strongest force on any atom (eV/Å) |
| --- | --- | --- |
| 1 | -0.40298 | 1.03 |
| 2 | -0.41196 | 1.04 |
| 3 | -0.37201 | 16.68 |